Record 1
ORCA calculation (wB97M-V/def2-TZVPD) on a molecular structure, C6H6O.

Summary:
total charge: 0
HOMO-LUMO gap: 8.36 eV
LUMO level: 0.58 eV
2S+1: 1

Geometry as XYZ:
```
13
Properties=species:S:1:pos:R:3:forces:R:3:lowdin_charge:R:1
O -0.0721 1.7953 1.3044 0.231 -0.111 0.031 -0.0573
C -0.8338 0.6588 0.9607 -0.318 -0.250 0.081 -0.2258
C -0.1775 -0.2068 -0.1021 -0.037 -0.566 0.444 -0.2919
C 1.1631 -0.1702 -0.2481 -0.451 -0.685 0.397 -0.1581
C 2.2982 0.2516 -0.6586 -1.263 0.470 -0.172 0.0978
C -0.9492 -1.1586 -0.8123 -0.415 -0.474 -0.074 -0.1208
C -1.6407 -1.9856 -1.3542 0.172 0.210 0.139 0.1182
H 0.7591 1.4881 1.6899 -0.110 0.145 -0.014 0.0884
H -1.0306 0.0234 1.8355 -0.069 0.194 0.046 0.1234
H -1.7974 1.0309 0.6000 0.154 -0.102 -0.031 0.1278
H 1.1419 0.9030 -0.9468 3.016 0.678 -0.595 0.2018
H 3.3753 0.1139 -0.4614 -0.959 0.376 -0.235 0.0763
H -2.2364 -2.7436 -1.8069 0.050 0.116 -0.017 0.0202
```
Positions in Å, forces in eV/Å.



Record 2
ORCA calculation (wB97M-V/def2-TZVPD) on a molecular structure, C17H15F4N3O4PdSbSe4.

Summary:
total charge: -1
HOMO-LUMO gap (spin up / spin down): 4.32 / 4.51 eV
LUMO level (spin up / spin down): -0.21 / -0.20 eV
2S+1: 1

Geometry as XYZ:
```
49
Properties=species:S:1:pos:R:3:forces:R:3:lowdin_charge:R:1
Pd -0.0649 -0.0073 0.7756 -0.274 -0.073 -0.205 0.7887
C 1.0826 2.3835 -0.7285 -0.060 -0.045 0.106 -0.0780
N 1.2162 1.6907 0.5600 -0.096 -0.116 0.145 -0.3556
C 2.6268 1.3605 0.8087 -0.077 0.026 -0.005 -0.0646
C 0.6433 2.5251 1.6463 0.078 -0.099 -0.148 -0.1908
C 0.6328 1.7722 2.9679 0.045 -0.190 0.004 -0.2290
N 0.3635 0.3609 2.7055 -0.142 0.220 0.023 -0.1368
C 0.6866 -0.5497 3.6591 0.076 -0.088 -0.046 -0.2381
C 1.1129 -1.8491 3.3150 0.038 -0.069 0.024 -0.2344
F 1.2086 -2.1890 2.0158 0.009 0.018 0.043 0.0396
C 1.4518 -2.7949 4.2533 0.020 -0.002 -0.042 -0.2389
F 1.8508 -4.0062 3.8245 -0.008 0.011 0.026 0.0792
C 1.4161 -2.5338 5.6112 -0.011 0.028 -0.036 0.0483
C 1.0115 -1.2681 5.9727 -0.021 0.024 -0.043 -0.2278
F 0.9333 -0.9424 7.2777 0.006 0.000 0.057 0.0721
C 0.6530 -0.3106 5.0443 0.008 -0.045 0.046 -0.1533
F 0.1957 0.8704 5.5196 -0.016 0.059 -0.048 0.0674
H 1.6475 3.3227 -0.7047 0.006 0.008 -0.011 0.0946
H 0.0299 2.5915 -0.9163 0.030 -0.002 -0.007 0.0904
H 1.4622 1.7458 -1.5223 -0.008 -0.015 -0.016 0.0879
H 3.2274 2.2778 0.8624 0.002 -0.002 -0.001 0.0948
H 2.9893 0.7404 -0.0089 0.011 -0.008 0.001 0.0956
H 2.7162 0.8037 1.7373 0.000 0.002 0.009 0.0813
H -0.3765 2.7600 1.3423 -0.013 0.023 -0.021 0.1203
H 1.2078 3.4643 1.7288 -0.003 -0.009 0.029 0.1247
H -0.1051 2.2482 3.6195 -0.023 0.009 0.002 0.1114
H 1.6046 1.8878 3.4681 -0.013 -0.028 0.022 0.1167
H 1.6816 -3.2785 6.3453 0.001 -0.007 -0.013 0.1263
O -2.2017 0.8022 -1.1492 -0.076 0.048 -0.063 -0.0509
C -1.2853 0.2650 -1.7638 0.108 -0.046 0.058 -0.6895
O -0.2122 -0.2100 -1.2353 -0.074 0.004 -0.092 -0.2095
C -1.3733 0.1211 -3.2613 -0.055 -0.044 0.051 -0.1352
C -2.6025 0.3247 -3.8760 -0.040 -0.052 -0.006 -0.0086
C -2.7392 0.1523 -5.2463 -0.002 0.009 -0.013 -0.0465
C -1.6440 -0.2015 -6.0168 -0.017 0.017 0.022 -0.0042
C -0.4275 -0.3828 -5.3807 0.112 -0.059 -0.116 -0.1376
C -0.2690 -0.2449 -4.0163 -0.006 -0.011 0.048 0.0505
N 0.7477 -0.7469 -6.1986 -0.048 0.091 0.011 -0.3532
O 0.5796 -0.9144 -7.3930 -0.005 -0.021 0.041 0.0578
O 1.8233 -0.8420 -5.6415 -0.030 -0.022 0.004 0.0698
H -3.4497 0.5814 -3.2517 0.036 0.013 -0.024 0.1020
H -3.7050 0.2852 -5.7153 0.002 -0.002 0.003 0.1075
H -1.7154 -0.3417 -7.0846 -0.001 0.000 0.001 0.1138
H 0.6815 -0.4374 -3.5436 0.012 0.003 0.002 0.1265
Se -2.2319 -2.4544 3.0463 0.057 -0.032 0.075 -0.0076
Sb -3.4878 -2.6644 -0.7726 0.629 0.683 -0.785 0.1531
Se -1.8976 -3.4869 -2.3643 -0.472 0.013 0.370 -0.1015
Se -5.4367 -1.5126 -1.5389 0.240 -0.379 0.215 -0.1584
Se -2.2587 -1.1679 1.2231 0.064 0.157 0.305 0.0295
```
Positions in Å, forces in eV/Å.



Record 3
ORCA calculation (wB97M-V/def2-TZVPD) on a single C3H3IS molecule.

Summary:
total charge: 0
HOMO-LUMO gap: 8.85 eV
LUMO level: -0.36 eV
2S+1: 1

Geometry as XYZ:
```
8
Properties=species:S:1:pos:R:3:forces:R:3:lowdin_charge:R:1
C 0.0950 0.6163 0.3888 -0.237 0.048 0.101 -0.6782
C 0.3446 0.2487 1.8506 0.136 -0.385 -0.880 -0.3830
C 0.2096 -0.3610 -0.9050 -2.803 1.559 1.839 -0.6278
S -1.2811 0.6186 1.6467 0.417 -0.109 -0.885 0.7804
I -0.6298 -2.2218 -0.3551 0.009 -0.480 -0.125 0.7812
H 0.4258 1.6645 0.3048 -0.069 -0.572 -0.828 0.0758
H 1.2156 -0.5050 -1.1161 1.793 -0.217 -0.417 0.0020
H -0.3798 -0.0602 -1.8146 0.754 0.156 1.196 0.0494
```
Positions in Å, forces in eV/Å.



Record 4
ORCA calculation (wB97M-V/def2-TZVPD) on 2 unconnected molecules or ions with the total composition C4H11BN2.

Summary:
total charge: 0
HOMO-LUMO gap: 8.86 eV
LUMO level: 0.78 eV
2S+1: 1

Geometry as XYZ:
```
18
Properties=species:S:1:pos:R:3:forces:R:3:lowdin_charge:R:1
B -0.2233 0.5110 0.4426 2.248 0.884 4.564 -0.3367
C -0.4793 1.3409 -1.6811 0.170 1.526 -0.440 -0.1974
C -0.7020 -0.1788 -1.6348 7.399 0.316 -2.458 -0.1199
C 0.6124 0.5529 2.7779 -3.734 1.089 -2.127 0.0010
C 0.5135 -1.8658 -0.2976 4.104 -0.813 2.459 -0.1093
N -0.5606 1.6801 -0.2506 0.133 2.963 0.091 0.0546
N 0.0069 -0.5644 -0.3777 -1.752 0.102 -1.652 -0.0920
H 0.5210 1.7635 -2.0396 -0.877 -1.424 0.091 0.1304
H -1.2015 1.8865 -2.3340 0.047 -0.544 0.694 0.1132
H -1.6611 -0.4821 -1.6279 -3.349 -0.978 -0.277 0.0748
H -0.0072 -0.6538 -2.5217 -2.275 0.863 1.765 0.1746
H 1.1350 1.4717 2.8661 0.615 0.682 -0.154 -0.0521
H 1.1969 -0.2895 2.6367 1.044 -1.581 0.312 -0.0799
H -0.2391 0.5403 3.5244 1.054 -0.453 -1.130 -0.0004
H 0.0522 -2.6232 -0.9102 -0.327 -0.116 0.083 0.0788
H 1.6940 -1.9295 -0.4105 -1.916 0.435 -1.196 0.1188
H 0.6780 -2.1288 0.7723 -1.440 -0.368 -0.370 0.0850
H -0.1903 2.6641 -0.0029 -1.144 -2.583 -0.254 0.1566
```
Positions in Å, forces in eV/Å.



Record 5
ORCA calculation (wB97M-V/def2-TZVPD) on a single C23H18N4O4 molecule.

Summary:
total charge: 0
HOMO-LUMO gap: 7.61 eV
SMILES: O=C(Cn1nc(Cc2cccnc2)c2ccccc2c1=O)Nc1ccc2c(c1)OCO2
LUMO level: -0.02 eV
2S+1: 1

Geometry as XYZ:
```
49
Properties=species:S:1:pos:R:3:forces:R:3:lowdin_charge:R:1
O 0.0303 -3.2317 0.6156 0.111 -0.205 0.332 0.0731
C -0.3008 -2.6535 -0.3944 -0.560 0.233 -0.317 -0.4401
C -1.7682 -2.2445 -0.6451 0.155 -0.441 0.007 -0.0197
N -1.9636 -0.8086 -0.5559 0.182 0.259 -0.660 -0.0368
N -2.4665 -0.3899 0.6036 -0.432 0.255 1.045 0.1670
C -2.6984 0.8599 0.8207 -0.087 -0.418 -0.047 -0.2220
C -3.2252 1.2031 2.1837 0.086 -0.033 0.015 -0.0859
C -2.1677 1.9092 2.9907 0.082 0.113 0.179 -0.2143
C -0.9043 1.3486 3.1489 -0.055 0.148 0.080 -0.0136
C 0.0472 2.0281 3.8891 -0.091 -0.021 -0.046 -0.0497
C -0.3015 3.2504 4.4459 0.256 -0.129 0.026 -0.1530
N -1.5002 3.7884 4.3102 -0.071 0.491 0.244 0.0614
C -2.4040 3.1340 3.6041 -0.097 -0.298 -0.159 -0.1229
C -2.4346 1.8643 -0.1763 0.255 -0.054 -0.682 -0.0819
C -2.6607 3.2350 0.0023 -0.028 -0.084 0.039 0.0004
C -2.3878 4.1204 -1.0149 -0.040 0.010 0.067 -0.0524
C -1.8860 3.6717 -2.2363 0.025 -0.079 -0.036 -0.0559
C -1.6519 2.3309 -2.4324 0.011 -0.114 -0.010 0.0033
C -1.9213 1.4186 -1.4094 -0.134 0.389 0.303 -0.0550
C -1.6486 0.0019 -1.6188 -0.051 -0.187 0.092 -0.3527
O -1.1689 -0.4712 -2.6461 -0.064 0.117 -0.240 0.0387
N 0.5011 -2.2947 -1.4210 -0.088 0.177 -0.414 0.1345
C 1.8770 -2.4901 -1.5688 0.456 -0.046 -0.020 -0.2092
C 2.4739 -1.9518 -2.7058 -0.181 -0.037 0.145 -0.0245
C 3.8334 -2.0998 -2.9566 0.339 -0.197 0.203 0.0064
C 4.5678 -2.8023 -2.0325 -0.391 -0.169 0.437 -0.2114
C 3.9718 -3.3412 -0.8914 0.146 0.371 -0.693 -0.1929
C 2.6317 -3.2040 -0.6293 0.226 -0.152 0.179 0.0841
O 4.9219 -3.9855 -0.1458 -0.508 0.052 0.112 0.0392
C 6.1344 -3.8412 -0.8526 1.117 -0.439 0.317 -0.1621
O 5.9081 -3.0967 -2.0299 -0.190 0.237 -0.318 0.0288
H -2.0762 -2.5785 -1.6396 -0.013 0.047 0.105 0.1349
H -2.3863 -2.7022 0.1279 0.143 0.086 -0.155 0.1314
H -3.4930 0.2668 2.6779 -0.092 0.072 -0.092 0.1287
H -4.1173 1.8266 2.1025 -0.032 -0.014 0.041 0.1216
H -0.6790 0.3913 2.7003 0.044 -0.095 -0.054 0.1182
H 1.0352 1.6189 4.0311 0.091 -0.017 0.024 0.1031
H 0.4054 3.8253 5.0291 0.131 -0.025 0.033 0.1027
H -3.3729 3.6150 3.5330 -0.150 -0.042 -0.103 0.1138
H -3.0427 3.5973 0.9431 -0.036 0.046 0.090 0.1036
H -2.5639 5.1754 -0.8662 -0.017 0.078 0.029 0.1100
H -1.6796 4.3798 -3.0243 0.023 0.046 -0.068 0.1082
H -1.2603 1.9515 -3.3639 0.034 -0.013 -0.073 0.1206
H 0.0580 -1.7598 -2.1716 -0.026 -0.176 0.299 0.1026
H 1.8635 -1.4057 -3.4090 -0.087 0.067 -0.081 0.1121
H 4.2928 -1.6838 -3.8370 0.052 0.064 -0.128 0.1176
H 2.1794 -3.6224 0.2518 -0.049 -0.025 0.063 0.1127
H 6.8697 -3.3170 -0.2207 -0.229 -0.061 -0.138 0.1386
H 6.5288 -4.8362 -1.1157 -0.168 0.215 0.024 0.1388
```
Positions in Å, forces in eV/Å.



Record 6
ORCA calculation (wB97M-V/def2-TZVPD) on a gas-phase ion, CHF3N3 (charge +1).

Summary:
total charge: +1
HOMO-LUMO gap: 10.49 eV
SMILES: FC1=NN1[NH+](F)F
LUMO level: -7.31 eV
2S+1: 1

Geometry as XYZ:
```
8
Properties=species:S:1:pos:R:3:forces:R:3:lowdin_charge:R:1
F -1.7109 -1.4725 0.4828 -1.302 -0.624 0.250 0.3440
C -0.5086 -1.2009 0.5440 1.209 1.001 0.613 -0.4188
N 0.5588 -1.1315 1.1862 -0.672 -0.576 -0.462 0.4239
N 0.3445 -0.6135 -0.3836 1.176 -2.455 0.289 0.1367
N 0.4331 0.6857 -0.4189 -1.391 5.369 -1.911 -0.0099
F -0.7628 1.1927 -1.1460 2.033 -0.787 1.038 0.0949
F 0.3892 1.4550 0.7458 0.191 -1.163 -0.832 0.1416
H 1.2566 1.0851 -1.0103 -1.244 -0.765 1.015 0.2877
```
Positions in Å, forces in eV/Å.



Sequential M output: 94.113; 945.336; 198.028; 97.958; 414.421; 112.034 u
Sequential max |F| output: 0.06122; 0.02365; 0.07189; 0.15174; 0.02415; 0.11408 hartree/bohr